(1)
Entry from the OMol25 dataset: C2H7ClSi2 as an isolated structure (ωB97M-V with the def2-TZVPD basis set).

```
12
Properties=species:S:1:pos:R:3
C -1.2570 0.1524 0.8170
C 0.8551 -0.1386 -0.8701
Si -0.5044 1.2017 -0.5397
Si 0.5938 -1.2221 0.6914
Cl 2.0428 -0.8153 2.1373
H -1.9280 0.4424 1.6624
H -1.6963 -0.6584 0.2009
H 0.7988 -0.4938 -1.8645
H 1.9481 0.2156 -0.8110
H -1.2420 1.5143 -1.8688
H -0.0181 2.5425 -0.0027
H 0.4070 -2.7406 0.4479
```

Computed properties:
**Calculated total energy**: -30464.8972 eV
**Energy relative to the best compared isomer or geometry (same formula, charge and spin)**: 18.6 kcal per mole
**HOMO energy**: -9.38 eV
**Gap between HOMO and LUMO**: 9.8 eV

---

(2)
Entry from the OMol25 dataset: one molecule with the formula CH5N3S2 (ωB97M-V with the def2-TZVPD basis set).

```
11
Properties=species:S:1:pos:R:3
N 1.7508 -0.6457 -1.1999
N 0.8478 -0.0225 -0.2579
C -0.4499 0.5509 -0.6759
S -0.9567 1.0491 -2.1584
S -1.7515 0.7017 0.5501
N -1.1959 -0.2105 1.8636
H 1.2277 -0.6182 -2.1073
H 2.4957 -0.0718 -1.5299
H 0.8398 -0.3830 0.6825
H -0.9033 0.5053 2.6172
H -1.9046 -0.8553 2.2158
```

Computed properties:
**Calculated total energy**: -27257.1612 eV
**SMILES**: NNC(=S)SN
**Energy relative to the best compared isomer or geometry (same formula, charge and spin)**: 22.0 kcal per mole
**HOMO energy**: -8.64 eV
**Gap between HOMO and LUMO**: 9.0 eV

---

(3)
Entry from the OMol25 dataset: one molecule with the formula C2H2N4 (ωB97M-V with the def2-TZVPD basis set).

```
8
Properties=species:S:1:pos:R:3
C 1.2781 -0.2718 0.0213
C 0.8550 0.9615 -0.0958
N -0.4857 1.1270 0.0912
N -1.3203 0.2663 0.0973
N -0.9001 -0.9051 -0.1496
N 0.3667 -1.2496 0.0155
H 2.2599 -0.6577 0.4977
H 1.3175 1.8485 -0.4318
```

Computed properties:
**Calculated total energy**: -8062.2974 eV
**SMILES**: c1cnnnn1
**Energy relative to the best compared isomer or geometry (same formula, charge and spin)**: 88.4 kcal per mole
**HOMO energy**: -9.88 eV
**Gap between HOMO and LUMO**: 9.2 eV

---

(4)
Entry from the OMol25 dataset: C4H3O2Pd as an isolated structure (ωB97M-V with the def2-TZVPD basis set).

```
10
Properties=species:S:1:pos:R:3
O -1.1193 -1.6879 -0.0054
C -1.2158 -0.3683 -0.2615
C -0.9342 0.5423 0.8857
C 0.3138 0.8298 0.0733
C 1.4544 0.2697 -0.3896
H -0.7278 0.0564 1.8576
H -1.6199 1.3998 0.9479
H 2.4065 0.8077 -0.2306
Pd -0.1222 -1.1799 -1.4935
O 1.5646 -0.6695 -1.3837
```

Computed properties:
**Calculated total energy**: -11763.0663 eV
**Spin multiplicity**: 3
**HOMO energy (alpha / beta)**: -1.85 / -1.89 eV
**Gap between HOMO and LUMO (alpha / beta)**: 6.3 / 5.9 eV
**Total charge**: -1

---

(5)
Entry from the OMol25 dataset: C4H5N3 as an isolated structure (ωB97M-V with the def2-TZVPD basis set).

```
12
Properties=species:S:1:pos:R:3
C -0.7835 -0.6138 -2.1876
C 0.2771 0.2938 -0.1103
C 0.8511 1.0887 1.7680
C 0.3488 -0.2701 2.0401
H -0.2166 -1.5697 -2.4459
H -1.2853 0.2317 -3.2137
H -1.6566 -0.8172 -1.2966
H 1.2216 1.9826 2.4738
H 0.2358 -0.9739 2.9663
N 0.1864 0.2169 -1.3360
N 1.0411 1.2359 0.4493
N -0.2198 -0.8051 0.8927
```

Computed properties:
**Calculated total energy**: -8694.3368 eV
**Energy relative to the best compared isomer or geometry (same formula, charge and spin)**: 126.3 kcal per mole
**HOMO energy**: -9.48 eV
**Gap between HOMO and LUMO**: 8.2 eV

---

(6)
Entry from the OMol25 dataset: one molecule with the formula C2H5F2P (ωB97M-V with the def2-TZVPD basis set).

```
10
Properties=species:S:1:pos:R:3
C -0.5815 0.8499 -0.1696
C 0.1948 0.1648 0.9215
F 1.0011 0.9958 1.5061
F -0.6220 -0.3553 1.9051
P 0.9250 -1.3902 0.1963
H -0.8240 0.0514 -0.8935
H -1.5689 1.2218 0.1585
H -0.0311 1.6596 -0.5411
H 1.7453 -1.9693 1.2301
H 1.8093 -0.6658 -0.4980
```

Computed properties:
**Calculated total energy**: -16877.8489 eV
**SMILES**: CC(F)(F)P
**Energy relative to the best compared isomer or geometry (same formula, charge and spin)**: 14.8 kcal per mole
**HOMO energy**: -9.80 eV
**Gap between HOMO and LUMO**: 10.8 eV

---

(7)
Entry from the OMol25 dataset: a 2-piece molecular cluster, H2N2O2 overall (ωB97M-V with the def2-TZVPD basis set).

```
6
Properties=species:S:1:pos:R:3
N 2.2576 0.0147 -0.9244
N 1.2917 -0.4617 -1.0690
O 0.2027 -0.7694 -1.2233
O -1.1629 0.1645 1.1546
H -1.6634 0.6304 1.8308
H -0.9257 0.4215 0.2313
```

Computed properties:
**Calculated total energy**: -7105.1462 eV
**SMILES**: N#[N+][O-].O
**Energy relative to the best compared isomer or geometry (same formula, charge and spin)**: 10.0 kcal per mole
**HOMO energy**: -11.40 eV
**Gap between HOMO and LUMO**: 12.3 eV

---

(8)
Entry from the OMol25 dataset: C27H32N10O5RhS3 as an isolated structure (ωB97M-V with the def2-TZVPD basis set).

```
78
Properties=species:S:1:pos:R:3
Rh 1.1271 -0.3471 0.0948
N -1.1461 -2.7871 2.4145
C -1.2137 -3.6634 1.3391
C -1.8695 -4.8789 1.1786
C -1.7415 -5.4848 -0.0517
C -0.9847 -4.9091 -1.0895
C -0.3306 -3.7081 -0.9265
C -0.4628 -3.0830 0.3127
N 0.0272 -1.8781 0.7967
C -0.4190 -1.7349 2.0329
C 0.0132 -0.5382 2.7253
C -0.1585 -0.0265 3.9674
S 0.7592 1.4036 4.1520
C 1.3441 1.2711 2.5733
N 0.8559 0.2346 1.9411
H -1.5977 -2.9054 3.3074
H -2.4431 -5.3316 1.9760
H -2.2292 -6.4337 -0.2270
H -0.9144 -5.4295 -2.0345
H 0.2658 -3.2850 -1.7244
H -0.7575 -0.4108 4.7778
H 2.0432 1.9564 2.1198
N 2.1331 1.2272 -0.7036
C 2.5768 1.9788 -1.4716
N 3.0890 2.8147 -2.3044
C 4.5203 2.7513 -2.6921
C 5.0445 4.1725 -2.8216
O 4.2392 4.9099 -3.7103
C 2.9279 5.0679 -3.2168
C 2.2360 3.7182 -3.1213
H 4.5900 2.2334 -3.6504
H 5.0643 2.1901 -1.9335
H 6.0514 4.1557 -3.2341
H 5.0730 4.6581 -1.8374
H 2.3926 5.7050 -3.9178
H 2.9443 5.5580 -2.2353
H 2.1269 3.2767 -4.1134
H 1.2593 3.8022 -2.6475
S 2.9463 -1.6672 0.6513
C 4.3542 -0.7546 1.0763
N 5.5101 -1.4703 1.1194
C 6.6836 -0.9381 1.5133
C 6.7167 0.3808 1.8692
C 5.5093 1.0750 1.7903
N 4.3581 0.5294 1.4066
H 5.4767 -2.4489 0.8503
H 7.5408 -1.5977 1.5220
H 7.6307 0.8526 2.1959
H 5.4699 2.1247 2.0592
C -6.2284 -2.5580 0.8568
C -5.5901 -1.6123 1.8637
S -4.2603 -0.6551 1.1902
O -3.3250 -1.5326 0.5117
O -3.7118 0.2028 2.2219
C -5.0374 0.3748 -0.0416
C -4.1040 1.4474 -0.5893
N -2.7697 0.9401 -0.9599
C -1.6572 1.1605 -0.2329
N -0.6556 0.4127 -0.6913
C -1.1324 -0.3052 -1.7598
C -2.4309 0.0186 -1.9290
N -3.3109 -0.5039 -2.9457
O -2.8338 -1.3490 -3.6634
O -4.4325 -0.0423 -3.0045
C -1.5728 2.1539 0.8675
H -6.9534 -3.1855 1.3721
H -5.4806 -3.2014 0.3955
H -6.7641 -2.0206 0.0755
H -5.1121 -2.1455 2.6899
H -6.2916 -0.8983 2.2982
H -5.8861 0.8681 0.4353
H -5.4040 -0.2787 -0.8295
H -3.9393 2.2113 0.1658
H -4.5654 1.9084 -1.4584
H -0.5429 -0.9853 -2.3519
H -2.1308 1.8114 1.7402
H -1.9775 3.1130 0.5452
H -0.5318 2.3151 1.1293
```

Computed properties:
**Calculated total energy**: -89145.2449 eV
**Energy relative to the best compared isomer or geometry (same formula, charge and spin)**: 3.5 kcal per mole
**HOMO energy**: -16.10 eV
**Gap between HOMO and LUMO**: 6.4 eV
**Total charge**: +3

---

(9)
Entry from the OMol25 dataset: a 2-piece molecular cluster, C4H8O2 overall (ωB97M-V with the def2-TZVPD basis set).

```
14
Properties=species:S:1:pos:R:3
C 1.0836 -1.1776 -0.1468
C 0.4985 -0.1591 0.4841
C -0.7199 0.4867 -0.1064
C -1.9580 -0.2120 0.3736
O -0.7257 1.3931 -0.9166
H 0.7611 -1.4668 -1.1427
H 1.8460 -1.7717 0.3392
H 0.7452 0.1298 1.5024
H -1.9553 -1.2114 -0.0773
H -2.8549 0.3309 0.0863
H -1.9120 -0.3571 1.4584
O 1.9420 1.4861 -0.2172
H 2.1079 0.5844 -0.5463
H 1.1921 1.7810 -0.7626
```

Computed properties:
**Calculated total energy**: -8371.2113 eV
**SMILES**: C=CC(C)=O.O
**Energy relative to the best compared isomer or geometry (same formula, charge and spin)**: 47.7 kcal per mole
**HOMO energy**: -9.60 eV
**Gap between HOMO and LUMO**: 10.4 eV

---

(10)
Entry from the OMol25 dataset: C39H68As2F12N9O5 as an isolated structure (ωB97M-V with the def2-TZVPD basis set).

```
135
Properties=species:S:1:pos:R:3
C 2.6888 -22.3149 -9.5817
C 3.6018 -21.2350 -10.0031
O 3.3247 -20.0985 -9.7644
N 4.7660 -21.6392 -10.9043
H 4.5040 -22.3780 -11.5411
H 4.8661 -20.7418 -11.3569
C 5.8900 -22.1776 -10.0048
H 1.9767 -21.9268 -8.8534
H 3.2459 -23.1810 -9.2245
H 2.1231 -22.4230 -10.5072
H 6.6968 -22.5407 -10.6414
H 5.6769 -22.9543 -9.2704
H 6.2816 -21.3523 -9.4102
C -5.6340 -22.1152 -9.7073
C -5.7860 -21.0457 -10.8249
O -5.1177 -21.1193 -11.8502
N -6.9010 -19.9925 -10.7776
H -7.5936 -20.4731 -11.3339
H -7.3293 -19.9571 -9.8636
C -6.5415 -18.6292 -11.3253
H -6.6041 -22.6112 -9.7378
H -5.3288 -21.7220 -8.7376
H -5.0389 -23.0067 -9.9054
H -6.1249 -18.7619 -12.3237
H -5.7280 -18.3483 -10.6564
H -7.3025 -17.8612 -11.1866
C -3.8379 -19.4456 -5.1670
C -4.8941 -19.2564 -4.1916
O -4.7716 -19.5365 -2.9699
N -6.3313 -18.9435 -4.6645
H -6.7553 -19.7049 -5.1749
H -6.8211 -19.0071 -3.7834
C -6.6584 -17.5966 -5.3511
H -3.0141 -18.7963 -4.8705
H -4.1377 -19.1565 -6.1743
H -3.5008 -20.4819 -5.1914
H -6.1519 -16.8060 -4.7975
H -7.7465 -17.5420 -5.3201
H -6.2610 -17.6880 -6.3620
C 0.9449 -19.9023 -5.1231
C 0.9614 -20.7322 -3.9971
O 0.6136 -21.8697 -3.9697
N 1.2668 -20.0307 -2.6775
H 1.8241 -19.2460 -2.9839
H 0.3840 -19.7696 -2.2621
C 2.2122 -20.8556 -1.8379
H 0.7215 -20.6704 -5.8635
H 1.8930 -19.3686 -5.1894
H 0.0761 -19.2465 -5.1795
H 2.5883 -20.2241 -1.0330
H 3.0977 -21.0645 -2.4382
H 1.7365 -21.7729 -1.4911
C -0.2082 -22.5945 -15.6362
C -1.1496 -23.4149 -14.7243
O -1.9619 -24.2394 -15.1141
N -1.1434 -23.0794 -13.2341
H -1.3282 -23.8984 -12.6728
H -0.2049 -22.8172 -12.9686
C -2.1986 -22.0516 -12.7996
H -0.3050 -23.0374 -16.6275
H 0.7881 -22.8306 -15.2624
H -0.3834 -21.5208 -15.7039
H -1.7584 -21.0915 -13.0687
H -2.3387 -22.0379 -11.7188
H -3.0703 -22.2738 -13.4152
C -0.4799 -25.2395 -8.4748
N -0.7088 -25.1411 -7.0179
C -1.8937 -24.7458 -6.5264
C -2.0636 -24.5102 -5.1690
C -0.9309 -24.5153 -4.2567
C 0.2995 -24.8270 -4.8929
C 0.3861 -25.1481 -6.2518
C -1.1098 -24.1968 -2.8113
C 0.0949 -24.0096 -2.0413
C 0.0293 -23.9375 -0.6335
N -1.1652 -23.8812 -0.0495
C -2.3128 -24.1983 -0.6686
C -2.3250 -24.3453 -2.0511
C -1.2170 -23.8459 1.4071
H -1.3141 -25.8326 -8.8495
H 0.4716 -25.7050 -8.7319
H -0.6598 -24.2971 -8.9922
H -2.6989 -24.6929 -7.2442
H -3.0248 -24.2679 -4.7403
H 1.1850 -24.8382 -4.2747
H 1.3405 -25.3540 -6.7135
H 1.0789 -23.8562 -2.4591
H 0.8502 -23.7711 0.0483
H -3.1391 -24.4253 -0.0112
H -3.2344 -24.7505 -2.4697
H -1.9912 -23.1689 1.7680
H -0.3253 -23.4170 1.8643
H -1.2552 -24.8176 1.8997
C 7.6742 -17.5955 -5.7914
N 6.3882 -17.4439 -6.3164
C 5.8750 -16.2217 -6.4304
C 4.4868 -16.1152 -6.6742
C 3.7168 -17.2444 -6.8938
C 4.3280 -18.5015 -6.9338
C 5.6716 -18.5709 -6.5308
C 2.2689 -17.1723 -7.2038
C 1.7778 -17.6359 -8.4215
C 0.4470 -17.6318 -8.7584
N -0.4649 -17.2004 -7.9496
C -0.0764 -16.6568 -6.7856
C 1.2758 -16.5472 -6.4321
C -1.8186 -16.9501 -8.4354
H 7.5709 -17.8456 -4.7355
H 8.3730 -16.7694 -5.9237
H 8.0633 -18.4246 -6.3825
H 6.4687 -15.3785 -6.1096
H 4.0978 -15.1096 -6.7363
H 3.7935 -19.3790 -7.2666
H 6.1962 -19.5091 -6.6348
H 2.5238 -17.9231 -9.1477
H 0.1461 -17.9839 -9.7341
H -0.8949 -16.4678 -6.1068
H 1.5963 -16.2355 -5.4490
H -1.9625 -17.4495 -9.3935
H -1.7905 -15.8610 -8.4696
H -2.4996 -17.3329 -7.6753
As -1.8304 -20.9861 -8.2747
F -1.3466 -20.1646 -9.8148
F -3.3205 -20.0304 -8.3450
F -2.2686 -21.7999 -6.8155
F -0.1332 -21.7258 -8.3422
F -1.0085 -19.6939 -7.3199
F -2.6296 -22.2978 -9.1089
As -5.8707 -23.1173 -5.6048
F -7.1138 -23.9570 -6.6073
F -5.4016 -24.7122 -4.9000
F -4.6637 -22.3230 -4.4759
F -6.2706 -21.5542 -6.3968
F -7.1726 -22.7119 -4.4086
F -4.6172 -23.4120 -6.8742
```

Computed properties:
**Calculated total energy**: -219403.8634 eV
**HOMO energy**: -24.01 eV
**Gap between HOMO and LUMO**: 8.3 eV
**Total charge**: +7

---

(11)
Entry from the OMol25 dataset: a 14-piece molecular cluster, C16H60N24O16 overall (ωB97M-V with the def2-TZVPD basis set).

```
116
Properties=species:S:1:pos:R:3
C -5.9458 22.5727 12.1521
C -4.4307 22.6285 12.1545
O -3.9653 21.6149 11.2841
O -6.4072 21.4546 12.8830
H -6.3051 22.5800 11.1191
H -6.3038 23.5107 12.6000
H -3.9455 22.7161 13.1276
H -4.2776 23.6024 11.6540
H -3.0229 21.7215 11.1301
H -7.3781 21.4514 12.8128
C -12.5693 23.4317 14.8175
C -13.9481 23.6142 14.2236
O -13.8291 23.1738 12.8684
O -12.2795 22.0310 14.8883
H -12.4726 23.8040 15.8368
H -11.8057 23.9179 14.1997
H -14.3136 24.6405 14.3004
H -14.6434 22.9754 14.7730
H -14.3847 23.6815 12.2711
H -12.5589 21.6942 14.0240
C -13.4871 18.3918 15.8645
O -14.0712 17.3060 15.8618
N -12.8939 18.9070 14.7601
N -13.4385 19.1686 16.9776
H -12.9169 18.3094 13.9291
H -12.3704 19.7582 14.7521
H -13.0534 20.0936 16.8857
H -13.6552 18.7911 17.8790
C -11.3133 21.9605 18.4465
O -12.5193 21.7580 18.4572
N -10.6313 22.1683 17.2839
N -10.5540 21.9936 19.5791
H -11.1438 21.9118 16.4454
H -9.6668 22.4496 17.2794
H -10.9668 21.8133 20.4745
H -9.5562 22.0666 19.4945
C -9.2230 17.3781 11.3784
O -9.1933 17.9488 10.2787
N -8.1623 16.7566 11.9249
N -10.4173 17.0804 11.9687
H -8.2509 16.1242 12.6986
H -7.2628 16.7971 11.4825
H -11.2843 17.1905 11.4678
H -10.4082 16.5755 12.8356
C -14.2754 16.6915 12.2845
O -13.1541 17.1920 12.4370
N -14.7199 16.2275 11.0850
N -15.1438 16.5046 13.2957
H -15.6624 15.8947 11.0248
H -14.0989 16.3834 10.2980
H -16.1133 16.3499 13.0962
H -14.7817 16.7084 14.2338
C -8.7640 24.2910 15.2846
O -8.4575 23.1214 15.5186
N -9.7055 24.9754 16.0079
N -8.1777 25.0243 14.3220
H -10.2364 24.4001 16.6442
H -10.0330 25.8684 15.6926
H -7.4730 24.5433 13.7908
H -8.3693 26.0026 14.2279
C -4.9459 22.9706 16.4868
O -3.7855 22.8067 16.1462
N -5.3784 24.1379 17.0855
N -5.9436 22.1177 16.1448
H -4.6507 24.7998 17.2874
H -6.2785 24.2650 17.5059
H -5.6596 21.3356 15.5722
H -6.9187 22.3967 16.0500
C -12.7528 17.9549 8.3831
O -13.1301 16.8010 8.5483
N -13.2866 18.7978 7.4452
N -11.6687 18.4660 9.0326
H -12.8552 19.6987 7.3695
H -14.1820 18.5142 7.0947
H -11.2559 19.3538 8.7980
H -11.1282 17.7591 9.4954
C -10.0458 20.3020 13.3518
O -9.8797 19.3755 14.1399
N -9.3498 21.5118 13.3643
N -10.7302 20.1466 12.1966
H -9.8121 22.1035 12.6834
H -9.0274 21.7909 14.2880
H -11.1333 19.2387 12.0199
H -10.8061 20.7900 11.4244
C -10.6791 24.4220 11.0387
O -9.6060 24.5942 10.4669
N -11.2831 23.2044 11.1339
N -11.2606 25.4357 11.7315
H -11.0705 22.5923 10.3228
H -12.2020 23.2075 11.5557
H -12.1636 25.3461 12.1600
H -10.8254 26.3390 11.7149
C -10.2205 17.8206 17.3956
O -10.2445 16.9859 18.2887
N -10.1981 19.1644 17.5896
N -10.2302 17.4762 16.0835
H -10.1502 19.8045 16.8214
H -10.2175 19.4929 18.5364
H -10.2178 16.5061 15.8355
H -10.2650 18.2070 15.3709
C -9.1971 21.2706 9.0402
O -10.3943 21.3106 9.4121
N -8.5468 20.1437 8.7179
N -8.5228 22.4239 8.8031
H -7.5889 20.2285 8.4242
H -8.7789 19.2601 9.1749
H -7.8128 22.4811 8.0983
H -8.9754 23.2478 9.1912
C -5.8612 18.5006 15.3796
O -5.3808 17.8246 16.2740
N -5.1572 19.2222 14.4641
N -7.2097 18.6157 15.2022
H -5.6397 19.5878 13.6609
H -4.1701 19.2480 14.6465
H -7.5483 19.3997 14.6770
H -7.8459 17.9777 15.6462
```

Computed properties:
**Calculated total energy**: -86101.8040 eV
**Energy relative to the best compared isomer or geometry (same formula, charge and spin)**: 0.0 kcal per mole
**HOMO energy**: -8.86 eV
**Gap between HOMO and LUMO**: 8.3 eV